Record 1
{"formula": "C19H11B2Cl56O4", "method": "ωB97M-V/def2-TZVPD", "homo_energy_ev": -4.583, "total_charge": -1, "gap_ev": 5.63, "e_tot_ha": -26851.8784, "symbols": ["C", "C", "C", "O", "B", "O", "C", "C", "B", "O", "O", "H", "H", "H", "H", "H", "H", "H", "H", "H", "H", "H", "C", "Cl", "Cl", "Cl", "Cl", "C", "Cl", "Cl", "Cl", "Cl", "C", "Cl", "Cl", "Cl", "Cl", "C", "Cl", "Cl", "Cl", "Cl", "C", "Cl", "Cl", "Cl", "Cl", "C", "Cl", "Cl", "Cl", "Cl", "C", "Cl", "Cl", "Cl", "Cl", "C", "Cl", "Cl", "Cl", "Cl", "C", "Cl", "Cl", "Cl", "Cl", "C", "Cl", "Cl", "Cl", "Cl", "C", "Cl", "Cl", "Cl", "Cl", "C", "Cl", "Cl", "Cl", "Cl", "C", "Cl", "Cl", "Cl", "Cl", "C", "Cl", "Cl", "Cl", "Cl"], "positions_angstrom": [[0.17410, -0.38585, 2.76807], [-0.02281, -0.75711, 1.48981], [-0.84022, 0.00979, 0.45086], [-0.36347, 1.32955, 0.51230], [-1.45055, 2.24346, 0.94382], [-2.68921, 1.48918, 0.53736], [-2.31650, 0.21479, 0.91707], [-3.34401, -0.90690, 0.70537], [-4.45133, -0.70959, 1.81722], [-4.60173, -1.63057, 2.87112], [-5.26897, 0.40910, 1.77823], [-0.64503, -0.14664, 3.42760], [1.19073, -0.26911, 3.11238], [0.47895, -1.67168, 1.16190], [-0.75696, -0.41270, -0.55203], [-1.41864, 3.36620, 0.50484], [-1.59568, 2.33005, 2.18977], [-2.26088, 0.30284, 2.03155], [-2.91649, -1.90218, 0.85186], [-3.84007, -0.88489, -0.26931], [-3.82746, -1.49539, 3.43631], [-4.96598, 0.98052, 2.49875], [0.90336, -0.27045, 7.12897], [0.30654, 1.11803, 8.05436], [0.49868, -0.07640, 5.42314], [2.66164, -0.37490, 7.29712], [0.16334, -1.75358, 7.75155], [1.26715, 0.31692, -4.55609], [0.72190, -1.36266, -4.59803], [-0.13267, 1.38424, -4.46490], [2.29937, 0.57452, -3.15233], [2.17766, 0.66334, -6.03871], [-0.46121, -4.47613, -7.30471], [0.54397, -3.21748, -8.02804], [-2.12764, -4.28875, -7.85985], [0.14496, -6.06609, -7.78657], [-0.39931, -4.33619, -5.54390], [1.48646, 5.24008, 0.09512], [1.10177, 4.11137, -1.20274], [0.36759, 5.02955, 1.42745], [3.14272, 4.93965, 0.65732], [1.37376, 6.90409, -0.51262], [5.88742, -2.57259, 5.27672], [5.85173, -4.24273, 5.85269], [4.35777, -2.18407, 4.49455], [6.14568, -1.48484, 6.65843], [7.20323, -2.38087, 4.11485], [0.93162, 7.44722, -4.35371], [0.19167, 8.69806, -3.34518], [0.49254, 7.72942, -6.04427], [2.69040, 7.51279, -4.18037], [0.37071, 5.86056, -3.83359], [-5.10368, -3.56631, -5.43897], [-5.67563, -4.28188, -6.95685], [-4.51737, -1.93119, -5.74838], [-6.42937, -3.50463, -4.27800], [-3.79285, -4.55071, -4.78455], [3.70307, 3.63730, 8.78564], [2.68958, 4.21728, 7.46506], [4.79823, 4.92750, 9.30317], [2.68430, 3.15275, 10.14643], [4.64672, 2.25073, 8.23547], [10.27681, 0.74102, 5.27079], [9.72059, 1.77820, 3.95502], [11.18342, 1.70807, 6.44156], [8.88571, -0.00063, 6.06330], [11.32741, -0.52499, 4.61885], [-7.76998, -4.46493, 2.41733], [-8.69439, -3.82160, 1.05872], [-6.95820, -3.14321, 3.25855], [-8.86605, -5.29071, 3.53593], [-6.56665, -5.61183, 1.82146], [15.09907, -2.34438, 3.27094], [15.48719, -1.64394, 1.69722], [15.73244, -1.30599, 4.55138], [13.34620, -2.47824, 3.43887], [15.82692, -3.94918, 3.39804], [-10.62543, -3.67062, -4.03433], [-11.19600, -5.34376, -4.01149], [-12.01156, -2.57827, -3.95188], [-9.57871, -3.38451, -2.63873], [-9.71799, -3.37937, -5.52593], [5.34730, 4.08143, -5.66204], [4.70592, 5.60071, -5.02782], [6.67948, 3.52730, -4.63807], [4.07266, 2.86193, -5.69889], [5.94185, 4.34013, -7.31254], [-11.81451, -0.40234, -7.52384], [-12.42960, -2.05783, -7.54243], [-13.17584, 0.72369, -7.44389], [-10.76760, -0.15594, -6.12323], [-10.89404, -0.10607, -9.00334]], "mulliken_charge": [-0.3724, -0.5615, 0.3295, -0.6458, 1.3550, -0.8580, 0.1888, -0.6091, 0.5364, -0.4352, -0.5893, 0.0731, 0.1981, 0.3506, 0.3290, -0.3676, -0.3433, -0.3945, 0.1563, 0.2731, 0.2247, 0.2961, 0.2412, -0.1041, 0.0067, -0.0163, -0.1257, 0.2841, -0.0088, -0.0752, -0.0719, -0.1425, 0.3340, -0.0878, -0.0602, -0.1070, -0.0862, 0.2260, 0.0232, -0.0684, -0.1388, -0.1064, 0.3346, -0.1058, -0.0323, -0.0989, -0.0878, 0.2674, -0.0959, -0.1241, -0.0752, 0.0077, 0.2502, -0.1133, -0.0669, -0.0060, -0.0523, 0.2903, -0.0614, -0.1190, -0.0937, -0.0356, 0.2367, -0.0963, -0.1129, 0.0040, -0.0388, 0.3179, -0.0661, -0.0217, -0.1251, -0.1152, 0.3620, -0.0962, -0.1023, -0.0662, -0.0998, 0.2876, -0.1072, -0.0780, -0.0469, -0.0682, 0.2238, -0.0221, -0.1115, 0.0361, -0.1221, 0.3272, -0.0762, -0.1012, -0.0555, -0.0983]}

Record 2
{"formula": "C6H10O", "method": "ωB97M-V/def2-TZVPD", "homo_energy_ev": -9.542, "gap_ev": 10.58, "e_tot_ha": -309.7883, "e_above_lowest_kcal_mol": 33.9, "symbols": ["C", "C", "C", "C", "C", "C", "O", "H", "H", "H", "H", "H", "H", "H", "H", "H", "H"], "positions_angstrom": [[-0.68803, -0.78649, -1.79883], [-0.14525, -0.09783, -0.58070], [-0.81833, 1.13418, 0.09003], [0.64947, 1.28037, 0.49371], [0.84757, 0.05412, 1.52079], [0.31666, -1.00674, 0.57599], [1.04230, 0.74523, -0.77924], [0.06215, -1.47149, -2.20912], [-0.97921, -0.07365, -2.57322], [-1.56571, -1.37851, -1.51279], [-1.50701, 1.00693, 0.92410], [-1.25733, 1.78247, -0.68478], [1.27883, 1.91110, 1.08422], [0.28334, 0.17919, 2.46149], [1.90319, -0.08200, 1.81648], [1.11701, -1.65992, 0.22377], [-0.49807, -1.59008, 0.99808]], "mulliken_charge": [-1.5320, 1.0114, -0.6551, -0.1453, -0.7402, -0.7989, -0.5219, 0.3598, 0.3793, 0.3214, 0.2175, 0.2865, 0.4830, 0.3134, 0.3233, 0.3473, 0.3502]}

Record 3
{"formula": "CHN4S2", "method": "ωB97M-V/def2-TZVPD", "homo_energy_ev": [-3.580, -3.615], "total_charge": -1, "gap_ev": [6.43, 6.07], "e_tot_ha": -1054.0172, "e_above_lowest_kcal_mol": 72.4, "symbols": ["C", "N", "N", "N", "N", "S", "S", "H"], "positions_angstrom": [[-0.50293, 0.46996, 0.92076], [-0.31258, -0.87264, 0.94685], [0.11391, -1.48259, -0.06741], [-0.18167, 1.18911, -0.09154], [0.89142, -1.18565, -0.97028], [-0.26010, 2.80948, -0.18305], [1.22943, -1.76877, -2.38897], [-0.97747, 0.84108, 1.83363]], "mulliken_charge": [0.0910, -0.5572, 0.1093, -0.3683, 0.1102, -0.3857, -0.3708, 0.3714]}

Record 4
{"formula": "C6H13NO4", "method": "ωB97M-V/def2-TZVPD", "homo_energy_ev": -9.798, "gap_ev": 10.40, "e_tot_ha": -592.0484, "e_above_lowest_kcal_mol": 54.0, "symbols": ["C", "C", "C", "C", "C", "C", "H", "H", "H", "H", "H", "H", "H", "H", "H", "H", "H", "H", "H", "N", "O", "O", "O", "O"], "positions_angstrom": [[-2.03328, 1.06325, -0.16820], [-0.62868, -0.92098, -0.26354], [0.06297, -0.73846, 0.97639], [1.08971, 0.39437, 0.74460], [1.04797, 0.64246, -0.80440], [0.21106, -0.46810, -1.37076], [-1.93760, 1.44876, -1.20427], [-3.08220, 1.12844, 0.10054], [-1.30602, 1.58036, 0.46759], [-0.93912, -1.96122, -0.17802], [0.60277, -1.65839, 1.18311], [-0.02594, -0.47693, 2.92283], [-1.35354, -1.10189, 2.38297], [0.76940, 1.20421, 1.39729], [3.11691, 0.62849, 0.87620], [0.43888, 1.55132, -1.16006], [2.83027, -0.01147, -0.96948], [0.87042, -1.32648, -1.45615], [-1.32623, -0.60482, -2.31433], [-0.68470, -0.40152, 2.17330], [-1.96433, -0.33548, -0.42763], [2.36998, -0.02471, 1.08993], [2.33714, 0.70371, -1.39326], [-0.46584, -0.31492, -2.60466]], "mulliken_charge": [-0.7436, 0.3951, -0.1968, -0.1675, -0.0819, -0.4102, 0.3307, 0.3061, 0.2287, 0.3222, 0.4597, 0.2841, 0.2319, 0.3844, 0.3537, 0.2663, 0.4086, 0.2765, 0.4661, -0.6818, -0.5230, -0.6956, -0.6192, -0.5945]}